(1)
The following is a quantum chemistry calculation of a structure of composition C32H46GeN6OS3Sc in a non-equilibrium geometry, from OMol25.

Atoms and positions in Å:
Sc 0.98228 -0.41019 0.97749
N -0.58480 -0.73562 2.73292
N -0.07186 -1.28095 3.95689
C 1.16110 -1.79316 4.03268
N 1.46860 -2.50570 5.13861
S 2.39063 -1.67260 2.83109
H -0.91505 0.24367 2.76015
H -1.31456 -1.24226 2.23776
H -0.75199 -1.58595 4.70058
H 0.91425 -2.35471 5.97530
H 2.43291 -2.75877 5.23085
S 1.47797 -3.60561 -2.38664
C 0.70656 -4.40953 -1.07803
C 0.05200 -5.64357 -1.18841
C -0.47575 -6.18217 -0.03654
C -0.51886 -5.50490 1.18067
C 0.08856 -4.25317 1.27571
C 0.74580 -3.68302 0.15607
N 1.13594 -2.36990 -0.07833
C 1.65583 -2.26578 -1.30588
C 2.28086 -1.01833 -1.70070
C 2.92782 -0.92616 -2.95039
C 3.95830 -0.01426 -3.13712
C 4.45436 0.69407 -2.01561
C 3.83405 0.54887 -0.79916
C 2.66754 -0.15685 -0.64390
H 0.08185 -6.25160 -2.05147
H -0.85494 -7.18354 -0.20795
H -0.92712 -6.02379 2.04744
H 0.12673 -3.63322 2.18260
H 2.58190 -1.54678 -3.76458
H 4.37807 0.14234 -4.11011
H 5.34900 1.26092 -2.06537
H 4.28391 0.97276 0.06527
C 3.90177 7.11086 -1.08986
C 2.80382 6.07983 -1.50458
N 2.81187 4.95801 -0.57556
C 3.87441 3.92345 -0.74046
C 5.17391 4.27296 -0.00393
C 2.28011 5.28221 0.64119
O 2.02097 6.41392 1.00190
C 2.12172 4.02707 1.55036
C 2.55154 4.12558 2.85515
C 2.31424 3.05171 3.67465
C 1.78037 1.89165 3.12387
N 1.44834 1.76504 1.79989
C 1.60009 2.83356 0.99325
H 3.62500 8.14380 -1.50303
H 4.85129 6.81123 -1.53291
H 4.04494 7.17198 -0.01627
H 2.87907 5.70254 -2.49639
H 1.80844 6.54126 -1.32785
H 4.12307 3.88042 -1.82110
H 3.53304 2.96833 -0.42599
H 5.79763 4.92180 -0.63586
H 5.76514 3.41062 0.24740
H 4.98405 4.77094 0.97729
H 3.12575 5.03299 3.17394
H 2.63412 2.97822 4.73263
H 1.77478 1.00329 3.75419
H 1.29889 2.76212 -0.07634
S -1.31633 0.73277 0.12904
C -6.85542 -1.10397 2.38503
C -5.79555 -0.31477 1.70581
C -5.75929 -0.52115 0.17804
C -4.58805 0.21998 -0.49864
Ge -2.85625 -0.81965 -0.36852
C -2.44900 -1.78221 -2.08602
C -3.42717 -1.97783 -3.23151
C -3.93643 -3.41572 -3.41239
C -4.39646 -3.76146 -4.82931
H -7.01502 -0.86449 3.40175
H -6.66758 -2.19989 2.32370
H -7.82814 -0.98331 1.90872
H -4.82558 -0.51810 2.18096
H -5.94963 0.77077 1.90578
H -6.65519 -0.03627 -0.24902
H -5.68562 -1.56466 -0.06484
H -4.36592 1.21613 -0.14653
H -4.81592 0.28788 -1.55390
H -2.98790 -1.80553 0.53045
H -2.20960 -2.79345 -1.73151
H -1.52901 -1.29587 -2.46157
H -3.02189 -1.58013 -4.22426
H -4.32340 -1.34530 -3.04340
H -4.70286 -3.60045 -2.64074
H -3.14244 -4.14436 -3.19242
H -5.12052 -2.98447 -5.13874
H -4.89890 -4.74580 -4.98430
H -3.52523 -3.75463 -5.52913

Forces on atoms 1 to 3 (eV/Å):
Sc -0.01 0.98 -1.33
N 1.21 0.43 0.45
N -2.20 -0.11 0.28

total charge = +1
energy above the lowest of the compared OMol25 structures with the same formula, charge and spin = 9.49 kcal per mole
Kohn-Sham gap = 7.54 eV
E_tot = -5682.8006 hartree
molar mass = 744.5 g/mol

---

(2)
The following is a quantum chemistry calculation of a structure of composition C32H47CeFN4O10S2 in a non-equilibrium geometry, from OMol25.

Atoms and positions in Å:
Ce 13.13671 11.10170 9.09758
C 18.27388 12.69072 10.16488
C 16.88326 13.02476 9.53254
C 16.96658 13.79537 8.19816
C 16.94093 13.14703 6.74784
C 17.52157 11.70014 6.76156
C 17.80738 13.90141 5.69563
N 15.43854 13.08729 6.21809
C 14.96197 13.90590 5.02584
C 13.50999 14.39736 5.14000
N 13.19070 15.26968 6.28264
C 12.16698 14.81556 7.21074
C 12.89142 14.42259 8.48616
O 12.97467 15.14665 9.49985
O 13.46846 13.22535 8.39059
C 13.49712 16.74229 6.24229
C 13.15808 17.40036 4.89838
C 14.97124 17.07191 6.62569
C 15.41160 17.38602 8.10695
C 14.35747 18.31853 8.73644
C 16.78433 18.09212 8.01054
N 15.54743 16.14974 8.90729
C 16.39748 16.16781 10.08524
C 16.12138 15.01277 11.06018
N 16.00092 13.62434 10.56820
C 15.56823 12.69476 11.65532
C 14.26625 11.98240 11.35038
O 14.36098 10.67849 11.10564
O 13.18211 12.57786 11.26472
H 18.95336 12.31104 9.39555
H 18.18188 11.90476 10.90576
H 18.73339 13.58265 10.57370
H 16.33466 12.08360 9.40488
H 17.92990 14.29550 8.18564
H 16.22989 14.61462 8.25875
H 18.60087 11.73851 6.96419
H 17.39174 11.23943 5.78039
H 17.08145 11.03970 7.51321
H 18.84047 13.84343 6.02867
H 17.53595 14.95429 5.58162
H 17.74957 13.40114 4.72921
H 14.73092 13.12318 7.02261
H 15.30173 12.09400 5.94575
H 15.05741 13.25812 4.15721
H 15.67882 14.71366 4.89738
H 12.84790 13.51100 5.20423
H 13.20850 14.86158 4.18682
H 11.67203 13.90372 6.84910
H 11.46338 15.61991 7.42841
H 12.82235 17.08240 7.05358
H 13.89255 17.18825 4.13983
H 13.12546 18.49181 4.98584
H 12.19677 17.06221 4.51685
H 15.19739 17.99106 6.07213
H 15.65000 16.31287 6.22413
H 14.02569 19.07706 8.00806
H 14.79254 18.82370 9.58397
H 13.44887 17.77679 9.03783
H 16.70728 18.95726 7.37375
H 17.56561 17.44792 7.62867
H 17.14644 18.46938 8.96143
H 14.62453 15.76698 9.18757
H 16.31612 17.11841 10.64284
H 17.45861 16.14258 9.76548
H 15.16635 15.21615 11.56692
H 16.90537 15.04392 11.83836
H 15.37850 13.33842 12.51126
H 16.34464 11.95720 11.84223
O 10.66567 10.42255 9.97681
S 9.98131 11.54158 9.30971
O 8.84395 12.05700 9.97896
O 10.97086 12.52317 8.82790
C 9.36293 10.81279 7.69086
C 7.96787 10.69369 7.63204
C 7.29836 10.53578 6.42507
C 8.01098 10.43761 5.23199
C 9.40626 10.33326 5.32938
C 10.09830 10.43367 6.53202
S 11.89944 9.89270 6.39480
O 12.14674 9.17892 7.66373
O 12.06921 9.24611 5.13890
O 12.70816 11.16565 6.41328
H 7.41482 10.76962 8.58629
H 6.21128 10.51641 6.41928
H 7.50733 10.37602 4.27178
H 10.00320 10.09725 4.44834
F 17.58106 6.31632 7.66472
C 16.82681 7.44231 7.89603
C 16.01715 7.98107 6.89656
C 15.08457 8.99458 7.15636
C 15.02264 9.52257 8.44290
C 15.91216 9.09048 9.44537
C 16.75262 8.01652 9.16748
H 16.06087 7.55521 5.88157
H 14.40726 9.34359 6.36692
H 15.89669 9.52819 10.43474
H 17.40113 7.65938 9.97651

Forces on atoms 1 to 3 (eV/Å):
Ce -1.46 -0.52 0.12
C -0.40 -0.12 -1.35
C -0.30 -0.97 1.22

multiplicity = 2
total charge = -1
Kohn-Sham gap (spin up / spin down) = 6.76 / 6.73 eV
expectation value of S² = 0.751
E_tot = -3590.5181 hartree
molar mass = 871.0 g/mol

---

(3)
The following is a quantum chemistry calculation of a cluster of 7 separate species, C32H47FN7O3S in total in a non-equilibrium geometry, from OMol25.

Atoms and positions in Å:
O 3.75219 -0.37884 3.09621
S 2.51624 -0.11653 2.31396
O 2.28937 -1.19234 1.32350
O 2.73511 1.34579 1.59862
C 1.18306 -0.02131 3.58666
C 1.18645 1.36870 4.30589
C 0.33634 2.49983 3.60472
C -0.38031 2.09258 2.27758
C -1.79798 1.41125 2.52622
C -2.07511 0.12352 1.58723
C -2.44437 -1.03616 2.62777
N -3.11774 -0.20998 3.70449
C -2.12586 0.86760 3.97124
F -2.71450 1.71947 4.88904
H 2.77621 1.24197 0.63364
H 0.20198 -0.35644 3.20150
H 1.49437 -0.77657 4.34453
H 0.87799 1.25357 5.36535
H 2.24638 1.71409 4.30727
H 0.99135 3.36630 3.36145
H -0.38878 2.89962 4.35230
H -0.62460 3.04350 1.75158
H 0.23753 1.49321 1.58492
H -2.67888 2.06294 2.31825
H -2.93142 0.22950 0.89726
H -1.09925 -0.18619 1.16407
H -1.61135 -1.60354 3.08314
H -3.17839 -1.73945 2.18306
H -3.39814 -0.73286 4.53834
H -3.94069 0.16266 3.21321
H -1.33400 0.36467 4.56022
N -4.74129 -1.23905 -1.65967
C -3.51733 -1.79406 -1.93130
C -3.29889 -1.69327 -3.28056
C -4.43020 -1.04916 -3.84409
C -5.30218 -0.77852 -2.82081
H -5.16012 -1.17977 -0.75114
H -2.91249 -2.21298 -1.14256
H -2.42424 -2.04261 -3.80500
H -4.58729 -0.81072 -4.88325
H -6.26844 -0.30165 -2.81808
N 4.68275 -2.28760 -0.45374
C 5.88304 -2.85184 -0.78623
C 6.03058 -2.75990 -2.14774
C 4.87616 -2.10978 -2.65343
C 4.06440 -1.82868 -1.58370
H 4.31024 -2.21919 0.47775
H 6.52583 -3.27002 -0.02946
H 6.87433 -3.11914 -2.71573
H 4.66367 -1.87424 -3.68459
H 3.10300 -1.34484 -1.52972
N 6.50752 -0.36335 -5.36927
C 6.22499 -1.43612 -6.17043
C 5.89995 -0.95838 -7.41555
C 5.99583 0.45525 -7.36410
C 6.37527 0.79238 -6.08955
H 6.77154 -0.41678 -4.40134
H 6.27792 -2.44263 -5.78709
H 5.62552 -1.55845 -8.26854
H 5.80862 1.14716 -8.16950
H 6.56049 1.75143 -5.63472
N -7.09887 0.23332 2.03115
C -8.37095 0.65215 2.31266
C -8.50292 1.93762 1.85398
C -7.26782 2.31007 1.26778
C -6.41824 1.24077 1.38917
H -6.72590 -0.66937 2.25813
H -9.06922 0.00198 2.81304
H -9.39098 2.54321 1.92889
H -7.02868 3.25515 0.80765
H -5.39328 1.10537 1.07530
N 2.93670 -2.58852 -7.73231
C 2.75631 -1.85024 -8.87047
C 1.91115 -2.54689 -9.69686
C 1.56441 -3.74887 -9.03037
C 2.21005 -3.74513 -7.82006
H 3.51418 -2.32160 -6.95394
H 3.24410 -0.89745 -8.99385
H 1.57872 -2.22751 -10.67144
H 0.91516 -4.52834 -9.39568
H 2.21602 -4.46375 -7.01699
N -0.97876 2.68134 7.68072
C -0.54602 2.57146 8.97638
C -0.02566 3.78409 9.35048
C -0.15438 4.66105 8.24319
C -0.75081 3.95445 7.23209
H -1.40260 1.94798 7.14537
H -0.64296 1.64370 9.51591
H 0.39961 4.01586 10.31325
H 0.15287 5.69310 8.19466
H -1.03356 4.24089 6.23208

Forces on atoms 1 to 3 (eV/Å):
O -2.91 1.42 -1.19
S 4.30 -3.34 0.43
O -0.94 2.58 1.07

total charge = +1
Kohn-Sham gap = 5.32 eV
E_tot = -2354.2403 hartree
molar mass = 628.8 g/mol